Record 1
Computed, not measured: a structure of composition C45H46GeN13O2Si2Tl, with wB97M-V/def2-TZVPD.

Its HOMO energy (spin up / spin down) is -0.091 / -0.033 hartree. The total energy is -147839.590 eV. The frontier orbital gap (spin up / spin down) is 6.38 / 4.37 eV. The value obtained for the energy above the lowest of the compared OMol25 structures with the same formula, charge and spin is 0.00 kJ/mol. The molar mass is 1134.1 g/mol. Its total charge is -2.

Structure (XYZ):
```
110
Properties=species:S:1:pos:R:3:forces:R:3
Tl -0.402 0.398 -0.127 -0.4 0.1 0.3
C -1.506 -3.945 -1.535 -0.1 0.2 -0.1
Si 0.095 -3.696 -0.596 -0.4 -0.1 0.2
C 1.003 -5.342 -0.805 0.3 0.0 -0.1
C -0.260 -3.583 1.247 0.1 0.1 0.2
C 0.916 -2.140 -1.210 0.5 -0.1 -0.4
C 0.534 -1.654 -2.549 -0.1 0.2 0.0
C 0.681 -2.433 -3.707 0.1 -0.1 0.0
C 0.504 -1.847 -4.945 0.0 0.0 0.0
C 0.155 -0.507 -5.028 0.0 0.1 0.1
C -0.041 0.183 -3.841 0.1 -0.1 0.0
N 0.131 -0.376 -2.645 0.2 0.0 -0.3
Si 2.676 -1.347 -0.842 0.1 -0.1 0.0
C 4.353 -2.308 1.439 0.0 0.1 -0.1
C 3.457 -0.464 -2.334 -0.2 0.1 -0.2
C 3.534 -3.062 -1.271 0.0 -0.1 0.0
H -2.076 -4.780 -1.111 0.0 0.0 0.0
H -1.320 -4.166 -2.592 -0.1 0.0 0.1
H -2.137 -3.050 -1.499 0.2 -0.2 0.0
H 0.264 -6.136 -0.651 0.0 0.1 0.0
H 1.800 -5.478 -0.070 0.0 0.0 0.0
H 1.441 -5.472 -1.800 -0.1 0.0 0.1
H -1.218 -4.062 1.474 0.1 0.0 0.0
H -0.327 -2.548 1.595 0.0 -0.1 0.0
H 0.518 -4.089 1.829 -0.1 0.1 0.0
H 0.974 -3.473 -3.618 0.0 0.0 0.0
H 0.641 -2.435 -5.845 0.0 0.0 0.0
H 0.022 -0.012 -5.982 0.0 0.0 0.0
H -0.345 1.228 -3.827 0.0 -0.1 0.0
H 4.306 -2.085 2.505 0.0 0.0 0.0
H 5.396 -2.488 1.166 0.0 0.0 0.0
H 3.781 -3.210 1.243 0.0 0.0 0.0
H 2.805 0.338 -2.696 0.1 0.0 0.0
H 3.670 -1.141 -3.169 0.0 0.0 0.1
H 4.402 0.000 -2.026 -0.1 0.0 0.0
H 3.291 -3.908 -0.627 0.0 -0.1 0.0
H 4.628 -2.953 -1.289 -0.1 0.0 0.0
H 3.213 -3.338 -2.286 0.0 0.0 0.1
N 2.260 2.509 0.083 -0.1 -0.1 -0.1
C 2.635 1.183 0.152 0.1 0.0 0.1
N 3.907 1.083 0.735 0.0 -0.2 -0.1
N 4.328 -0.069 1.101 -0.2 0.1 -0.2
N 3.783 -1.190 0.681 0.1 0.2 0.2
N 1.881 0.203 -0.193 -0.3 -0.1 0.0
C 1.351 2.992 -0.861 0.2 0.1 0.1
N 1.522 4.135 -1.503 -0.1 0.1 -0.2
N 0.453 4.214 -2.322 0.0 -0.2 0.2
N -0.311 3.175 -2.169 0.2 0.1 0.1
N 0.239 2.382 -1.226 -0.2 -0.2 -0.1
H 2.999 3.154 0.311 0.0 0.0 0.1
O 0.556 1.367 7.565 -0.1 0.2 -0.2
N -0.009 2.343 6.971 0.0 -0.1 0.1
O -0.433 3.341 7.628 0.1 -0.2 -0.1
C -0.195 2.332 5.593 0.0 0.0 0.0
C -0.865 3.417 5.034 0.0 0.0 0.0
C -1.137 3.492 3.654 0.0 0.0 0.0
C -1.816 4.590 3.075 0.0 0.0 0.1
C -2.074 4.601 1.734 0.0 0.0 0.0
C -1.661 3.515 0.950 0.0 -0.1 0.0
N -1.012 2.485 1.458 0.2 0.1 0.2
C -0.738 2.462 2.777 0.0 0.0 -0.1
C 0.019 1.342 3.327 0.0 -0.1 0.0
N 0.460 0.422 2.449 0.0 0.2 0.1
C 1.180 -0.594 2.883 -0.1 0.0 -0.1
C 1.485 -0.775 4.221 0.0 0.0 0.1
C 1.038 0.148 5.141 0.0 0.0 0.0
C 0.289 1.262 4.720 0.0 0.0 0.0
H -1.185 4.210 5.692 0.0 0.0 0.0
H -2.118 5.412 3.715 0.0 0.0 0.0
H -2.589 5.428 1.261 0.0 0.0 0.0
H -1.865 3.492 -0.115 0.0 0.0 0.0
H 1.535 -1.287 2.126 0.0 0.0 0.0
H 2.071 -1.630 4.535 0.0 0.0 0.0
H 1.255 0.043 6.188 0.0 0.0 0.1
C -2.200 -0.616 0.498 0.4 -0.1 -0.3
Ge -3.674 -0.402 -0.686 -0.2 0.1 0.1
C -3.827 -1.363 -2.432 0.1 -0.1 0.0
C -3.069 -0.991 -3.547 -0.1 0.0 0.0
C -3.058 -1.752 -4.711 -0.1 0.0 0.0
C -3.806 -2.920 -4.785 0.0 0.0 0.1
C -4.563 -3.315 -3.688 0.0 0.1 0.0
C -4.569 -2.546 -2.529 0.0 0.1 -0.1
C -5.253 -1.110 0.290 0.0 -0.1 0.0
C -6.551 -0.984 -0.213 0.0 0.0 0.1
C -7.641 -1.529 0.457 0.1 0.0 0.0
C -7.447 -2.216 1.651 0.1 0.0 0.0
C -6.166 -2.341 2.173 0.0 0.0 -0.1
C -5.081 -1.788 1.497 0.0 0.0 0.0
C -4.123 1.495 -0.953 0.0 0.1 -0.1
C -3.907 2.208 -2.134 0.0 0.0 0.1
C -4.205 3.565 -2.219 0.0 0.0 0.1
C -4.747 4.228 -1.125 0.0 0.0 0.0
C -4.978 3.532 0.056 0.0 -0.1 0.0
C -4.659 2.183 0.141 0.0 0.0 -0.1
H -1.895 -1.676 0.496 -0.1 0.2 0.0
H -2.453 -0.101 -3.504 -0.1 0.0 0.0
H -2.452 -1.440 -5.555 0.0 0.0 0.1
H -3.790 -3.524 -5.686 0.0 0.0 0.0
H -5.142 -4.231 -3.731 0.0 0.0 0.0
H -5.156 -2.878 -1.680 0.0 0.0 0.0
H -6.712 -0.450 -1.147 0.0 0.0 0.0
H -8.640 -1.420 0.051 0.0 0.0 0.0
H -8.293 -2.648 2.174 0.0 0.0 0.0
H -6.011 -2.863 3.110 0.0 0.0 0.0
H -4.078 -1.860 1.913 -0.1 0.0 0.0
H -3.488 1.710 -3.001 0.0 0.0 0.0
H -4.000 4.107 -3.135 0.0 0.0 0.0
H -4.974 5.287 -1.189 0.0 0.0 0.0
H -5.388 4.046 0.918 0.0 0.0 0.0
H -4.817 1.652 1.075 0.0 0.0 0.0
```
Forces are in eV/Å.

Atomic partial charges in e from the Mulliken method, atoms 1 to 4: Tl 2.76; C -0.63; Si 0.20; C -1.42


Record 2
Computed, not measured: a structure of composition C45H47AuN4O3P2S, with wB97M-V/def2-TZVPD.

Its HOMO energy is -0.475 hartree. The total energy is -92621.065 eV. The frontier orbital gap is 6.17 eV. The value obtained for the energy above the lowest of the compared OMol25 structures with the same formula, charge and spin is 0.00 kJ/mol. The molar mass is 982.9 g/mol. Its total charge is +2.

Structure (XYZ):
```
103
Properties=species:S:1:pos:R:3:forces:R:3
Au 0.009 -0.054 -0.487 0.9 -0.7 -0.3
O -0.173 -1.982 1.912 -0.4 0.2 0.0
C -0.831 -3.136 1.576 0.1 0.0 0.0
C -1.280 -4.018 2.552 0.0 0.0 -0.2
C -1.895 -5.197 2.170 0.0 0.0 0.1
C -2.055 -5.506 0.826 0.1 0.1 0.0
C -1.641 -4.603 -0.133 0.0 0.0 0.0
C -1.057 -3.379 0.225 -0.2 -0.3 -0.1
P -0.565 -2.300 -1.135 0.4 0.0 -0.1
C 0.862 -3.159 -1.848 0.0 0.0 0.1
C 1.214 -3.108 -3.197 -0.1 0.1 -0.2
C 2.358 -3.743 -3.646 -0.1 0.0 0.1
C 3.176 -4.423 -2.753 0.0 0.0 0.0
C 2.843 -4.472 -1.411 -0.1 0.0 0.0
C 1.694 -3.842 -0.960 0.0 -0.1 0.0
C -1.929 -2.248 -2.323 0.1 0.2 0.1
C -3.209 -2.698 -2.015 -0.1 -0.1 0.1
C -4.243 -2.546 -2.926 0.0 0.0 -0.1
C -4.013 -1.939 -4.150 0.1 0.0 0.0
C -2.748 -1.449 -4.450 -0.1 -0.1 0.1
C -1.722 -1.585 -3.534 0.1 0.2 -0.1
C 1.031 -1.986 2.572 -0.1 -0.2 -0.1
C 1.656 -3.120 3.051 0.3 0.1 0.1
C 2.869 -2.971 3.715 -0.1 -0.1 0.0
C 3.437 -1.721 3.899 -0.1 0.0 -0.1
C 2.804 -0.603 3.380 0.0 0.1 0.0
C 1.599 -0.726 2.695 0.2 0.1 0.1
P 0.732 0.644 1.908 0.2 0.5 0.0
C -0.503 1.190 3.117 -0.1 -0.2 0.0
C -1.829 0.824 2.918 -0.2 -0.1 -0.1
C -2.796 1.141 3.863 0.0 0.0 0.0
C -2.438 1.826 5.010 0.1 0.1 0.1
C -1.109 2.179 5.229 -0.2 -0.1 0.0
C -0.147 1.852 4.293 0.2 0.1 0.1
C 1.929 2.011 1.763 0.0 -0.2 -0.1
C 3.209 1.754 1.266 0.0 -0.1 0.1
C 4.082 2.793 0.994 0.0 0.1 0.0
C 3.690 4.109 1.196 -0.1 0.0 0.0
C 2.418 4.377 1.682 0.1 -0.1 0.0
C 1.546 3.336 1.965 -0.1 0.0 0.0
H -1.130 -3.776 3.594 0.0 0.0 0.1
H -2.236 -5.889 2.927 0.0 0.0 0.0
H -2.503 -6.442 0.530 0.0 -0.1 0.0
H -1.771 -4.854 -1.178 0.0 0.0 0.0
H 0.588 -2.611 -3.925 0.0 0.0 0.1
H 2.601 -3.722 -4.698 0.0 0.0 -0.1
H 4.066 -4.922 -3.109 0.0 0.0 0.0
H 3.471 -5.002 -0.712 0.0 0.0 0.1
H 1.457 -3.889 0.093 0.0 0.0 0.0
H -3.421 -3.161 -1.063 0.0 0.0 0.0
H -5.229 -2.907 -2.676 -0.1 0.0 0.0
H -4.817 -1.838 -4.864 0.0 0.0 0.0
H -2.563 -0.952 -5.390 0.0 0.0 -0.1
H -0.768 -1.122 -3.756 0.0 0.0 0.0
H 1.225 -4.099 2.925 -0.1 -0.1 0.0
H 3.364 -3.850 4.100 0.0 -0.1 0.0
H 4.369 -1.617 4.430 0.1 0.0 0.1
H 3.260 0.370 3.498 0.0 0.0 0.0
H -2.116 0.284 2.018 0.0 0.0 0.1
H -3.823 0.847 3.707 -0.1 0.0 0.0
H -3.190 2.077 5.744 0.0 0.0 0.1
H -0.828 2.695 6.134 0.0 0.0 0.1
H 0.886 2.108 4.490 0.1 0.0 -0.1
H 3.543 0.735 1.116 0.0 0.0 0.0
H 5.081 2.577 0.645 0.1 0.0 0.0
H 4.376 4.919 0.997 0.0 0.0 0.0
H 2.106 5.396 1.863 0.0 0.1 0.0
H 0.569 3.568 2.365 -0.1 0.0 0.0
C 2.744 2.573 -2.794 0.0 0.1 -0.1
C 2.054 1.568 -1.929 0.1 0.0 0.1
N 0.845 1.692 -1.523 -0.2 0.7 -0.3
O 0.091 2.794 -1.884 0.2 -0.2 -0.1
C 2.783 0.411 -1.431 0.4 -0.1 0.0
C 4.256 0.276 -1.642 0.1 0.0 -0.1
N 2.160 -0.468 -0.690 -1.4 -0.2 0.4
O 2.679 -1.412 -0.083 0.1 0.3 -0.2
H 2.137 2.842 -3.663 0.0 0.0 0.0
H 3.680 2.183 -3.178 0.0 0.0 0.0
H 2.969 3.477 -2.224 0.0 0.0 0.0
H 0.629 3.363 -2.459 0.0 0.0 0.0
H 4.787 1.146 -1.249 0.0 0.0 0.0
H 4.485 0.198 -2.706 0.0 0.0 0.0
H 4.639 -0.613 -1.147 -0.1 0.0 0.0
C -1.348 5.121 0.143 0.1 0.1 0.0
C -2.067 4.081 0.980 -0.2 -0.1 0.1
N -1.873 2.718 0.494 0.1 -0.2 -0.2
C -2.524 2.137 -0.499 0.0 -0.1 0.1
S -2.244 0.478 -0.963 0.0 0.0 0.3
N -3.486 2.772 -1.155 0.1 0.1 0.3
C -4.267 2.219 -2.266 -0.2 -0.1 0.1
C -3.566 2.392 -3.597 0.0 0.0 -0.1
H -1.554 6.114 0.535 0.0 0.1 0.0
H -1.663 5.101 -0.899 -0.1 0.0 -0.1
H -0.271 4.954 0.164 0.0 0.0 0.0
H -3.142 4.279 1.053 0.1 0.0 -0.1
H -1.710 4.080 2.010 0.0 0.0 0.0
H -1.184 2.147 0.965 -0.1 0.1 -0.1
H -3.693 3.719 -0.875 0.0 0.0 0.0
H -5.227 2.735 -2.244 0.1 0.0 -0.1
H -4.478 1.170 -2.046 0.0 0.1 -0.1
H -3.352 3.441 -3.793 0.0 0.1 0.0
H -4.198 2.025 -4.402 -0.1 0.0 0.0
H -2.629 1.836 -3.616 0.0 0.0 0.0
```
Forces are in eV/Å.

Atomic partial charges in e from the Mulliken method, atoms 1 to 4: Au 2.74; O -0.06; C -1.13; C -0.43